Record 1
44
Properties=species:S:1:pos:R:3:forces:R:3 method="wB97M-V/def2-TZVPD" multiplicity=3 max_force_ha_per_bohr=0.03346 gap_ev="4.85 / 5.67" charge=+2 de_lowest_kcal_mol=0.0 s2=2.103 energy_ev=-32963.7834
C 3.58449 4.18434 0.33646 0.3 0.2 0.1
C 4.76786 3.28167 -0.02458 0.1 0.5 0.2
H 3.29814 4.81877 -0.50656 -0.1 -0.1 0.0
H 3.87067 4.86125 1.15373 -0.1 -0.2 -0.2
H 2.69922 3.62655 0.65939 0.5 0.2 0.0
H 4.51116 2.49549 -0.72839 -0.1 -0.1 -0.1
H 5.55300 3.89521 -0.47991 -0.1 -0.2 0.0
H 5.20457 2.83273 0.86893 -0.1 -0.1 -0.1
C -2.60326 1.14528 -1.38782 0.5 -0.3 -0.1
C -3.81164 1.09435 -2.06900 -0.1 -0.1 -0.1
C -4.10345 0.01277 -2.90979 0.4 0.4 0.5
C -3.14209 -0.97854 -3.05355 0.9 -0.1 0.3
H -2.34520 1.96379 -0.71681 -0.2 -0.2 -0.2
H -4.52981 1.90166 -1.93132 0.2 -0.2 0.0
H -5.05543 -0.04902 -3.42797 0.1 0.0 0.1
H -3.30163 -1.84678 -3.68630 -0.1 0.3 0.1
N -1.64464 0.17983 -1.52481 -1.4 0.0 -0.7
C -1.92244 -0.87550 -2.37284 -0.9 1.0 0.2
C -0.85516 -1.85337 -2.47115 1.4 -1.0 -0.1
N 0.25634 -1.52162 -1.73750 0.3 -0.8 -0.4
C 1.31115 -2.38848 -1.68184 -0.7 0.5 -0.2
C 0.18037 -3.92627 -3.15063 0.1 0.4 0.3
C 1.29109 -3.58534 -2.37462 0.3 0.0 0.2
H 2.14292 -2.05176 -1.05520 -0.1 -0.4 -0.3
H 2.15150 -4.24421 -2.30201 -0.2 0.1 0.0
C -0.89983 -3.05540 -3.20583 -0.1 1.1 0.6
H -1.78551 -3.26375 -3.79432 0.2 -0.2 0.0
H 0.16624 -4.85785 -3.69935 0.0 0.0 0.0
Mo 0.11403 0.14062 -0.40760 -0.7 0.2 1.0
I 0.38611 2.56676 0.62589 -0.5 -1.2 -0.7
C -0.49302 -1.16379 1.12967 -0.1 -0.1 0.2
C -0.43861 -0.61135 2.51580 0.0 0.1 0.0
C -1.59959 -0.49217 3.29697 0.2 0.3 0.0
C -1.50908 0.04922 4.58162 0.1 -0.1 0.0
C -0.27003 0.46819 5.08898 0.0 -0.1 -0.4
C 0.87851 0.35577 4.29788 0.1 -0.1 -0.3
C 0.79728 -0.19757 3.01833 -0.3 0.2 0.5
H -1.48684 -1.57017 0.90052 0.2 0.1 -0.1
H 0.26179 -1.96208 0.99254 0.0 0.2 -0.1
H -2.56019 -0.80784 2.88516 0.2 0.1 0.2
H -2.40113 0.14200 5.20389 0.3 -0.1 -0.2
H -0.19258 0.88512 6.09367 -0.1 -0.1 -0.3
H 1.84722 0.68847 4.66907 -0.3 -0.1 0.0
H 1.67750 -0.28698 2.38115 0.1 0.0 0.3

Record 2
47
Properties=species:S:1:pos:R:3:forces:R:3 method="wB97M-V/def2-TZVPD" multiplicity=1 max_force_ha_per_bohr=0.00796 gap_ev=6.25 energy_ev=-295612.9841
Mo 0.51445 -0.16692 -0.77165 0.1 0.2 -0.3
C -1.31509 -0.41381 0.47097 0.2 0.0 0.1
C -1.68664 0.40391 -0.65705 0.2 0.2 0.0
C -1.60935 -0.39956 -1.82790 0.0 -0.1 0.0
C -1.20288 -1.69636 -1.44527 -0.1 0.0 0.1
C -0.99876 -1.71537 -0.03263 0.2 0.0 0.0
C -0.66859 -2.94773 0.74566 -0.1 0.0 0.0
C -1.20736 -2.90629 -2.32266 0.0 0.0 0.0
C -1.99153 0.00860 -3.21568 -0.1 0.0 0.0
C -2.31056 1.76115 -0.58329 -0.1 -0.1 0.0
C -1.41762 -0.01600 1.90993 -0.1 -0.1 0.0
H -0.41533 -2.71122 1.77684 0.0 0.0 0.0
H 0.18163 -3.46634 0.30292 0.0 0.0 0.0
H -1.52068 -3.63305 0.74852 0.0 0.0 0.0
H -1.01645 -2.65765 -3.36407 0.0 0.0 0.0
H -2.19363 -3.37493 -2.25500 0.0 0.0 0.0
H -0.47405 -3.64740 -2.00717 0.0 0.0 0.0
H -3.04627 -0.21773 -3.39610 0.0 0.0 0.0
H -1.39699 -0.52207 -3.95762 0.0 0.0 0.0
H -1.85320 1.07747 -3.37339 0.0 0.0 0.0
H -2.10069 2.35063 -1.47610 0.0 0.0 0.0
H -1.96911 2.31681 0.28731 0.0 0.0 0.0
H -3.39677 1.66308 -0.49995 0.0 0.0 0.0
H -0.81881 -0.67126 2.53992 0.0 0.0 0.0
H -2.45622 -0.07106 2.24725 0.0 0.0 0.0
H -1.07379 1.00529 2.07043 0.0 0.0 0.0
S 2.86297 -0.32646 3.21531 -0.1 0.0 -0.1
C 2.98943 -1.89301 2.53121 0.0 0.0 0.0
C 2.36283 -1.98933 1.32601 0.1 0.0 0.0
C 1.72842 -0.78113 0.90752 -0.1 0.0 0.0
C 1.93072 0.19672 1.85249 0.2 -0.1 0.1
C 1.48632 1.54192 1.61938 0.0 0.1 0.0
C 1.70481 2.62144 2.47997 0.0 0.0 0.0
C 1.28317 3.87869 2.11108 0.0 0.0 -0.1
C 0.65964 4.05207 0.87834 0.0 0.0 0.1
C 0.47122 2.94660 0.07821 0.1 0.0 0.0
N 0.85232 1.71247 0.43329 -0.2 -0.1 0.2
H 3.53929 -2.65916 3.05539 0.0 0.0 0.0
H 2.37811 -2.89145 0.73087 0.0 0.0 0.0
H 2.21346 2.45530 3.41985 0.0 0.0 0.0
H 1.44820 4.72402 2.76632 0.0 0.0 0.0
H 0.33555 5.02494 0.53845 0.0 0.0 0.0
H 0.02722 3.03234 -0.90267 0.0 0.0 0.0
Se 1.70646 -2.14367 -2.13948 -0.2 -0.1 0.0
Se 3.75358 -1.07368 -2.24728 0.2 0.3 0.0
Se 2.77804 0.98675 -1.63656 0.2 -0.3 0.2
Se 0.93252 1.23245 -2.93191 -0.1 0.1 -0.3

Record 3
46
Properties=species:S:1:pos:R:3:forces:R:3 method="wB97M-V/def2-TZVPD" multiplicity=1 max_force_ha_per_bohr=0.01728 gap_ev=8.22 de_lowest_kcal_mol=82.7 energy_ev=-39442.7476 smiles="C=CCNC(=S)N/N=C/c1ccccc1OCCOc1ccccc1"
C -5.18486 -2.77395 -1.26940 -0.1 -0.1 -0.1
C -4.73698 -1.96898 -0.32504 0.1 0.2 0.0
C -4.20477 -0.59015 -0.57512 -0.3 0.1 0.0
N -2.92554 -0.39798 0.05949 0.4 -0.1 0.2
C -2.69874 0.45376 1.06509 0.0 -0.1 -0.2
S -3.81150 1.48166 1.72072 -0.4 0.4 0.3
N -1.42769 0.45382 1.56672 0.1 0.4 0.6
N -0.47154 -0.30940 1.03266 0.5 -0.4 -0.4
C 0.72474 -0.24126 1.46909 -0.6 0.5 0.4
C 1.76592 -1.06549 0.88940 0.6 -0.3 -0.1
C 1.42804 -2.25267 0.23614 0.1 0.1 0.1
C 2.39614 -3.08385 -0.28566 0.0 -0.1 -0.1
C 3.73470 -2.74524 -0.15998 0.0 0.1 0.0
C 4.08975 -1.56100 0.45674 0.0 0.1 0.1
C 3.12098 -0.70756 0.96931 -0.1 -0.3 0.0
O 3.56233 0.45170 1.57734 -0.1 -0.5 0.2
C 3.17082 1.67622 0.99101 0.0 0.3 -0.6
C 3.54864 1.77951 -0.49329 0.1 0.2 0.5
O 2.77682 0.93552 -1.31539 -0.2 -0.1 -0.2
C 1.44233 1.18085 -1.48169 -0.2 -0.1 -0.2
C 0.72244 0.15648 -2.09697 0.2 0.1 0.0
C -0.62998 0.29559 -2.32655 0.1 0.0 0.0
C -1.28992 1.45419 -1.94637 -0.1 0.1 0.0
C -0.57835 2.47152 -1.34069 -0.2 0.0 0.0
C 0.78186 2.34583 -1.10821 0.4 0.0 0.1
H 1.31032 3.16619 -0.64633 0.1 0.0 0.0
H -1.08261 3.37804 -1.04031 0.0 0.1 0.0
H -2.34854 1.56786 -2.12134 -0.1 0.0 0.0
H -1.17235 -0.50541 -2.80774 -0.1 -0.1 -0.1
H 1.25343 -0.73807 -2.38092 0.1 -0.1 0.0
H 3.47857 2.82604 -0.81555 0.0 -0.1 0.0
H 4.57662 1.43557 -0.63348 -0.1 0.1 0.0
H 3.70558 2.44138 1.55886 -0.1 0.0 -0.1
H 2.09125 1.83890 1.09384 0.2 0.0 0.1
H 5.12570 -1.27254 0.54894 0.1 0.1 0.0
H 4.50074 -3.39615 -0.55366 0.1 -0.1 0.0
H 2.11213 -3.99965 -0.78196 0.0 -0.1 0.0
H 0.38269 -2.51097 0.16976 -0.1 -0.1 0.0
H 0.99573 0.42228 2.29703 -0.1 0.0 -0.1
H -1.23082 1.10720 2.32587 -0.2 -0.2 -0.3
H -2.13192 -0.94524 -0.24719 0.0 0.0 0.0
H -4.11733 -0.40492 -1.65071 0.0 0.0 0.0
H -4.88344 0.15279 -0.13925 0.1 -0.1 -0.2
H -4.73650 -2.27352 0.71270 0.0 -0.1 0.1
H -5.57494 -3.75213 -1.04754 -0.1 -0.2 0.1
H -5.19456 -2.48028 -2.30660 0.1 0.1 -0.2